# 1
The following is a DFT calculation (ωB97M-V with the def2-TZVPD basis set) of 8 unconnected molecules or ions with the total composition C32H50IN8O2 at a distorted geometry.

As for the LUMO energy: -4.1861 eV. As for the charge: +1. For the energy, the calculation gives -2134.93762 Ha. The calculation puts the gap between HOMO and LUMO at 8.5 eV. The HOMO energy is -12.7 eV.

```
93
Properties=species:S:1:pos:R:3:mulliken_charge:R:1
C 0.19 -0.20 3.07 -0.78
C -0.41 1.25 2.70 -0.45
C 0.23 1.92 1.38 -0.25
C -0.56 1.48 0.01 -0.19
C 0.04 0.02 -0.36 -0.55
C 1.43 -0.06 -1.03 0.08
C 2.01 -1.49 -1.32 -0.39
C 3.48 -1.51 -1.99 -0.40
C 3.62 -0.52 -3.23 -0.15
O 2.88 -0.50 -4.23 -0.47
I 5.27 0.95 -3.22 0.07
N 1.26 -2.67 -0.98 1.34
O 1.80 -3.89 -1.22 -0.32
C 2.83 -4.20 -0.19 -0.30
C 2.40 -5.38 0.81 -0.49
C 1.97 -4.74 2.23 -0.71
C -0.08 -2.64 -0.37 -1.28
C -0.76 -1.31 -0.02 1.33
C -2.18 -1.12 0.67 0.01
C -3.08 -2.44 0.76 0.28
C -4.54 -1.94 1.30 -0.86
C -2.55 -3.53 1.86 -0.98
H 0.79 -0.14 4.05 0.45
H -0.71 -0.88 3.32 0.12
H 0.86 -0.66 2.26 0.10
H -0.16 1.96 3.59 0.45
H -1.55 1.21 2.59 0.21
H 1.29 1.47 1.26 -0.01
H 0.33 3.05 1.46 0.38
H -0.31 2.18 -0.86 0.03
H -1.69 1.47 0.14 -0.28
H 1.99 0.91 -1.24 0.71
H 3.65 -2.59 -2.36 0.29
H 4.22 -1.26 -1.15 0.49
H 3.83 -4.46 -0.71 0.31
H 3.07 -3.28 0.46 0.17
H 1.52 -5.94 0.35 0.26
H 3.25 -6.14 0.95 0.35
H 2.71 -3.90 2.55 0.29
H 1.96 -5.51 3.09 0.36
H 0.91 -4.33 2.08 -0.02
H -0.60 -3.63 -0.16 0.52
H -2.77 -0.37 0.01 -0.16
H -2.15 -0.66 1.72 -0.47
H -3.29 -2.93 -0.26 0.49
H -4.61 -1.97 2.45 0.19
H -4.70 -0.83 1.02 -0.06
H -5.41 -2.51 0.82 0.34
H -3.29 -3.64 2.74 0.44
H -2.51 -4.55 1.32 0.23
H -1.52 -3.22 2.27 0.07
C -4.80 1.49 -1.47 -0.51
C -5.92 0.72 -0.83 0.40
N -6.79 0.11 -0.32 -0.47
H -4.04 1.72 -0.73 -0.02
H -4.36 0.91 -2.27 0.28
H -5.19 2.43 -1.88 0.38
C -0.48 -3.74 -4.16 -0.19
C -1.96 -3.58 -4.32 0.22
N -3.13 -3.45 -4.45 -0.40
H -0.20 -4.79 -4.24 0.31
H 0.04 -3.17 -4.93 0.31
H -0.17 -3.37 -3.18 -0.26
C 3.48 4.44 2.15 -0.91
C 3.44 2.98 2.48 0.52
N 3.41 1.82 2.75 -0.51
H 4.17 4.96 2.82 0.37
H 3.83 4.57 1.12 0.27
H 2.49 4.87 2.25 0.30
C 1.36 2.88 -3.37 -0.30
C -0.12 3.02 -3.52 0.34
N -1.29 3.13 -3.64 -0.49
H 1.64 1.82 -3.47 -0.08
H 1.87 3.45 -4.15 0.38
H 1.67 3.25 -2.39 0.27
C -2.11 4.66 -6.86 -0.59
C -0.68 5.10 -6.94 0.34
N 0.45 5.44 -7.00 -0.42
H -2.34 4.00 -7.70 0.25
H -2.29 4.13 -5.93 0.16
H -2.77 5.53 -6.91 0.26
C 7.71 4.44 3.67 -0.79
C 6.61 5.32 3.15 0.46
N 5.74 6.01 2.75 -0.53
H 7.57 4.26 4.74 0.28
H 7.71 3.48 3.15 0.27
H 8.68 4.92 3.52 0.31
C -6.11 0.06 4.97 -0.83
C -4.63 -0.16 4.92 0.45
N -3.46 -0.34 4.88 -0.47
H -6.35 0.78 5.75 0.34
H -6.47 0.44 4.01 0.26
H -6.62 -0.88 5.20 0.28
```


# 2
The following is a DFT calculation (ωB97M-V with the def2-TZVPD basis set) of 3 unconnected molecules or ions with the total composition C18H35BF6N2O11P2.

As for the LUMO energy: 0.3047 eV. For the energy, the calculation gives -2950.82609 Ha. The calculation puts the gap between HOMO and LUMO at 7.5 eV. Its SMILES is CCC[C@H](C)[PH](B(O)N(C)C)(C(=O)C(F)(F)C(F)(F)C(F)(F)C(=O)O)P(N)O.COC(=O)OC.COC(=O)OC. The HOMO energy is -7.2 eV.

```
75
Properties=species:S:1:pos:R:3:mulliken_charge:R:1
C 3.82 -3.72 4.47 -1.06
C 4.69 -3.53 3.23 -0.70
C 4.43 -2.31 2.35 -0.98
C 3.02 -2.27 1.71 0.65
C 3.07 -2.91 0.32 -1.75
P 2.29 -0.56 1.77 1.90
B 3.54 0.95 1.47 1.21
O 4.86 0.57 1.39 -0.72
N 3.12 2.30 1.30 -0.07
C 3.84 3.33 2.06 -1.16
C 1.70 2.61 1.24 -0.82
C 1.81 -0.47 -0.17 -0.71
O 2.60 -0.01 -0.94 -0.51
C 0.41 -0.80 -0.85 0.94
F 0.68 -1.64 -1.86 -0.34
F -0.12 0.33 -1.37 -0.33
C -0.71 -1.47 -0.01 0.41
F -0.16 -2.43 0.77 -0.29
F -1.55 -2.09 -0.86 -0.31
C -1.60 -0.52 0.87 0.85
F -0.96 0.66 1.10 -0.24
F -2.72 -0.26 0.21 -0.09
C -1.99 -1.12 2.26 -0.07
O -3.13 -1.34 2.54 -0.53
O -0.92 -1.29 3.05 -0.26
P 2.41 -0.45 4.11 0.12
N 3.59 0.84 4.23 -0.39
O 1.06 0.50 4.31 -0.53
H 4.14 -3.06 5.28 0.29
H 3.90 -4.75 4.83 0.38
H 2.76 -3.52 4.28 0.22
H 5.74 -3.46 3.55 0.42
H 4.64 -4.43 2.59 0.29
H 4.68 -1.38 2.87 0.36
H 5.14 -2.37 1.52 0.43
H 2.36 -2.89 2.32 0.44
H 3.51 -3.91 0.43 0.46
H 3.71 -2.35 -0.36 0.40
H 2.09 -3.06 -0.13 0.25
H 0.90 -0.36 2.00 -1.23
H 5.41 1.29 1.05 0.29
H 4.86 3.01 2.28 0.33
H 3.89 4.26 1.48 0.34
H 3.34 3.54 3.00 0.29
H 1.56 3.69 1.18 0.39
H 1.25 2.19 0.33 0.20
H 1.15 2.27 2.12 0.24
H -1.13 -1.04 3.97 0.33
H 4.53 0.46 4.34 0.21
H 3.38 1.41 5.04 0.27
H 0.68 0.79 3.46 0.21
C -5.61 0.00 -0.29 -0.51
O -6.70 0.62 -0.97 -0.35
C -6.32 1.56 -1.84 0.83
O -5.18 1.92 -2.03 -0.56
O -7.39 2.03 -2.46 -0.36
C -7.11 3.03 -3.46 -0.55
H -6.05 -0.73 0.38 0.26
H -4.95 -0.50 -1.00 0.21
H -5.05 0.73 0.28 0.28
H -6.47 2.61 -4.23 0.24
H -6.62 3.89 -3.00 0.29
H -8.07 3.31 -3.87 0.22
C -2.42 1.35 -8.39 -0.63
O -1.93 0.94 -7.12 -0.36
C -2.83 1.02 -6.13 0.72
O -3.96 1.40 -6.26 -0.55
O -2.25 0.61 -5.00 -0.25
C -3.12 0.65 -3.86 -0.50
H -1.58 1.23 -9.08 0.22
H -3.25 0.73 -8.70 0.29
H -2.73 2.39 -8.37 0.29
H -3.98 0.00 -4.01 0.32
H -3.46 1.67 -3.67 0.39
H -2.53 0.30 -3.02 0.05
```


# 3
The following is a DFT calculation (ωB97M-V with the def2-TZVPD basis set) of a molecular structure, C12H15ClN3O10PSSc at a distorted geometry.

As for the LUMO energy: -6.7007 eV. As for the charge: +1. For the energy, the calculation gives -3342.85712 Ha. The calculation puts the gap between HOMO and LUMO at 2.6 eV. The HOMO energy is -9.3 eV.

```
44
Properties=species:S:1:pos:R:3:mulliken_charge:R:1
Sc -2.64 -0.13 0.05 0.56
O -5.12 -0.66 0.12 -0.49
Cl -5.03 0.77 0.24 1.94
O -6.26 1.45 0.37 -0.45
O -4.18 1.19 -0.94 -0.55
O -4.08 0.98 1.39 -0.52
C 0.50 -2.69 -0.23 -0.57
O -0.54 -3.18 -1.09 -0.36
P -1.87 -2.29 -1.37 0.65
O -2.58 -2.29 0.16 0.10
C -3.27 -3.44 0.80 -0.66
O -2.99 -3.29 -1.99 -0.31
C -3.32 -3.20 -3.39 -0.72
H 1.22 -3.51 -0.12 0.28
H 0.10 -2.43 0.75 0.28
H 1.01 -1.81 -0.67 0.26
H -3.22 -3.20 1.86 0.31
H -2.69 -4.35 0.55 0.28
H -4.28 -3.47 0.39 0.26
H -4.15 -3.87 -3.55 0.25
H -2.49 -3.50 -4.01 0.33
H -3.62 -2.18 -3.64 0.35
O 3.79 2.39 4.02 -0.67
S 4.96 2.97 3.41 1.16
O 4.87 4.40 3.20 -0.67
O 6.18 2.46 3.94 -0.64
C 4.67 2.60 1.67 0.04
N 5.71 2.54 0.85 -0.44
C 5.37 2.31 -0.40 -0.49
C 4.07 2.12 -0.82 -0.52
C 3.07 2.12 0.15 0.24
N 3.40 2.35 1.41 -0.19
C 1.67 1.83 0.01 1.30
C 0.94 1.76 1.22 -0.72
C -0.38 1.41 1.15 -0.29
N -0.93 1.03 -0.03 -0.01
C -0.25 1.15 -1.21 -0.36
C 1.06 1.51 -1.21 -0.80
H 6.27 2.24 -1.03 0.44
H 3.85 1.94 -1.88 0.30
H 1.41 2.02 2.18 0.65
H -1.06 1.46 2.00 0.58
H -0.83 0.96 -2.12 0.55
H 1.62 1.54 -2.18 0.32
```


# 4
The following is a DFT calculation (ωB97M-V with the def2-TZVPD basis set) of a molecular structure, C21H10Cl8GeNV at a distorted geometry.

As for the LUMO energy (alpha / beta): -4.0503 / -5.1087 eV. As for the charge: +1. For the energy, the calculation gives -7563.35924 Ha. The calculation puts the gap between HOMO and LUMO (alpha / beta) at 7.4 / 6.7 eV. The HOMO energy (alpha / beta) is -11.4 / -11.8 eV. As for the spin multiplicity: 4. Its expectation value of S² is 3.78.

```
42
Properties=species:S:1:pos:R:3:mulliken_spin:R:1
V -0.41 -0.14 0.36 2.80
C 3.83 0.04 -0.87 -0.03
C 4.37 0.23 0.39 0.08
C 3.59 0.10 1.54 -0.02
C 2.25 -0.21 1.43 0.02
C 1.66 -0.37 0.14 0.04
C 2.49 -0.29 -1.00 0.09
C 1.35 -0.24 2.62 -0.01
C 1.78 -0.34 3.95 0.00
C 0.86 -0.32 4.95 0.03
C -0.52 -0.17 4.65 0.00
C -1.51 -0.08 5.67 0.01
C -2.81 0.13 5.34 -0.01
C -3.18 0.26 3.97 0.01
C -2.25 0.15 2.98 0.00
C -0.90 -0.07 3.31 0.02
N 0.06 -0.17 2.31 -0.12
H 4.45 0.15 -1.75 0.00
H 5.42 0.47 0.49 0.00
H 4.03 0.29 2.51 0.00
H 2.07 -0.46 -1.99 0.01
H 2.83 -0.44 4.17 0.00
H 1.17 -0.41 5.98 0.00
H -1.21 -0.16 6.70 0.00
H -3.57 0.21 6.11 0.00
H -4.22 0.44 3.72 0.00
H -2.58 0.27 1.95 -0.01
Cl -1.35 0.43 -1.93 0.00
C -1.25 1.99 -1.01 -0.07
C -0.55 1.90 0.17 -0.03
C -0.44 3.09 0.88 -0.01
Cl 0.45 3.13 2.39 0.00
C -1.02 4.27 0.42 -0.01
Cl -0.87 5.74 1.31 0.00
C -1.72 4.28 -0.79 0.01
Cl -2.43 5.73 -1.38 0.00
C -1.85 3.12 -1.54 0.00
Cl -2.68 3.07 -3.03 0.00
Cl 1.60 -3.55 1.23 0.00
Ge 0.69 -2.25 -0.15 0.10
Cl 0.97 -2.96 -2.10 0.01
Cl -1.60 -2.30 0.31 0.09
```


# 5
The following is a DFT calculation (ωB97M-V with the def2-TZVPD basis set) of 4 unconnected molecules or ions with the total composition C31H76N16O8P4S at a distorted geometry.

As for the LUMO energy: -0.6760 eV. For the energy, the calculation gives -4468.13272 Ha. The calculation puts the gap between HOMO and LUMO at 7.4 eV. Its SMILES is CCCO[C@](C#N)(CCSc1nnco1)[C@](C#N)(CC(N)(N)N)P(=O)(O)O.CN(C)P(=O)(N(C)C)N(C)C.CN(C)P(=O)(N(C)C)N(C)C.CN(C)P(=O)(N(C)C)N(C)C. The HOMO energy is -8.1 eV.

```
136
Properties=species:S:1:pos:R:3:mulliken_charge:R:1
C 6.38 -0.13 2.06 -1.28
C 5.68 0.94 1.18 -0.27
C 5.09 0.35 -0.13 -0.45
O 3.85 -0.26 0.23 -0.20
C 2.90 -0.32 -0.81 1.70
C 3.66 -0.79 -2.05 -0.75
N 4.19 -1.21 -2.99 -0.60
C 2.32 1.07 -1.21 -1.92
C 2.11 2.01 -0.01 -0.17
S 2.18 3.78 -0.48 -0.17
C 0.81 4.44 0.44 0.58
N -0.03 5.35 0.14 -0.64
N -0.87 5.39 1.23 -0.20
C -0.51 4.54 2.09 0.17
O 0.60 3.87 1.64 -0.23
C 1.78 -1.38 -0.42 2.77
C 0.48 -0.71 -0.11 -0.97
N -0.48 -0.12 0.11 -0.72
C 2.23 -2.35 0.71 -2.62
C 1.83 -1.91 2.13 1.10
N 0.47 -2.29 2.50 -0.53
N 2.70 -2.72 3.04 -0.80
N 2.07 -0.50 2.42 -0.29
P 1.36 -2.51 -1.86 0.39
O 2.33 -3.57 -2.06 -0.72
O 0.96 -1.68 -3.19 -0.57
O -0.02 -3.23 -1.35 -0.34
H 7.46 0.05 2.03 0.36
H 6.16 -1.15 1.73 0.30
H 6.08 -0.01 3.11 0.34
H 6.32 1.79 0.92 0.60
H 4.82 1.36 1.72 0.06
H 5.83 -0.38 -0.50 0.41
H 4.99 1.20 -0.83 0.22
H 3.09 1.54 -1.84 0.84
H 1.44 0.99 -1.86 0.43
H 1.11 1.82 0.39 0.26
H 2.80 1.85 0.82 0.26
H -0.94 4.27 3.04 0.38
H 1.72 -3.30 0.53 0.78
H 3.30 -2.60 0.65 0.34
H -0.04 -2.64 1.70 0.03
H -0.02 -1.46 2.83 0.37
H 3.67 -2.45 2.88 0.29
H 2.47 -2.39 3.97 0.35
H 1.57 -0.18 3.24 0.34
H 3.06 -0.31 2.52 0.03
H 0.18 -1.13 -3.01 0.46
H -0.77 -2.71 -1.67 0.33
C 6.87 4.21 -7.63 -0.94
N 6.59 3.75 -6.29 0.20
C 7.70 4.03 -5.40 -1.15
P 5.57 2.47 -5.75 0.94
O 4.84 3.31 -4.71 -0.86
N 4.15 2.18 -6.72 0.20
C 3.67 3.18 -7.68 -1.15
C 3.01 1.72 -5.93 -1.06
N 6.46 1.26 -6.70 -0.08
C 6.19 0.95 -8.09 -0.89
C 6.58 -0.01 -5.95 -1.08
H 7.66 3.61 -8.12 0.32
H 7.21 5.24 -7.60 0.37
H 5.99 4.22 -8.26 0.18
H 8.54 3.33 -5.58 0.31
H 7.40 3.93 -4.36 0.32
H 8.06 5.05 -5.53 0.36
H 3.62 4.18 -7.25 0.32
H 2.68 2.91 -8.05 0.39
H 4.30 3.19 -8.57 0.30
H 2.49 2.54 -5.42 0.35
H 3.33 1.01 -5.16 0.22
H 2.29 1.19 -6.57 0.38
H 5.24 0.43 -8.23 0.31
H 6.99 0.31 -8.47 0.38
H 6.20 1.84 -8.72 0.26
H 5.62 -0.55 -5.91 0.39
H 6.90 0.18 -4.92 0.32
H 7.33 -0.66 -6.40 0.37
C -7.05 2.42 2.86 -0.90
N -6.29 2.25 4.08 0.15
C -6.78 1.11 4.83 -1.12
P -5.46 3.41 5.03 0.90
O -4.16 2.63 5.15 -0.82
N -4.75 4.74 4.14 0.17
C -4.55 4.66 2.69 -1.19
C -3.51 5.23 4.74 -1.12
N -6.93 4.38 5.31 -0.03
C -7.40 5.41 4.41 -0.86
C -6.95 4.91 6.69 -1.04
H -8.08 2.75 3.04 0.32
H -7.10 1.47 2.32 0.37
H -6.58 3.12 2.16 0.19
H -7.74 1.34 5.33 0.32
H -6.06 0.82 5.60 0.33
H -6.92 0.24 4.19 0.35
H -4.08 3.72 2.38 0.32
H -3.93 5.49 2.34 0.41
H -5.50 4.79 2.16 0.29
H -2.65 4.60 4.49 0.22
H -3.60 5.25 5.83 0.39
H -3.31 6.25 4.42 0.38
H -6.76 6.30 4.40 0.32
H -8.40 5.72 4.74 0.38
H -7.52 5.05 3.39 0.23
H -6.22 5.72 6.82 0.35
H -6.70 4.12 7.40 0.33
H -7.94 5.28 6.95 0.35
C -4.56 -7.76 -0.33 -0.92
N -5.15 -6.75 0.51 0.17
C -6.22 -6.05 -0.19 -1.12
P -4.48 -5.85 1.81 0.85
O -5.61 -6.09 2.79 -0.81
N -3.28 -6.70 2.75 0.12
C -3.15 -8.15 2.69 -1.12
C -3.28 -6.29 4.16 -1.13
N -3.19 -5.16 0.79 0.05
C -1.92 -5.82 0.52 -0.62
C -2.92 -3.76 1.15 -0.93
H -3.99 -7.33 -1.16 0.32
H -5.35 -8.39 -0.76 0.36
H -3.93 -8.45 0.22 0.18
H -5.81 -5.35 -0.94 0.32
H -6.84 -5.48 0.51 0.33
H -6.88 -6.75 -0.70 0.35
H -4.12 -8.66 2.78 0.30
H -2.49 -8.52 3.48 0.39
H -2.66 -8.46 1.76 0.29
H -4.07 -6.79 4.73 0.34
H -3.42 -5.22 4.26 0.36
H -2.32 -6.53 4.62 0.35
H -1.27 -5.86 1.40 0.31
H -1.39 -5.27 -0.26 0.19
H -2.04 -6.83 0.14 0.22
H -2.39 -3.68 2.11 0.38
H -3.86 -3.21 1.24 0.37
H -2.33 -3.26 0.38 0.09
```


# 6
The following is a DFT calculation (ωB97M-V with the def2-TZVPD basis set) of a molecular structure, C6H16N2O at a distorted geometry.

As for the LUMO energy: 0.7813 eV. For the energy, the calculation gives -422.91858 Ha. The calculation puts the gap between HOMO and LUMO at 8.8 eV. The HOMO energy is -8.0 eV.

```
25
Properties=species:S:1:pos:R:3:mulliken_charge:R:1
C 1.53 0.35 1.85 0.06
C -1.00 1.01 0.69 -1.56
N 1.25 1.04 2.99 -0.37
O 1.41 -0.87 1.77 -0.69
H 0.30 -1.51 0.59 0.33
H 2.06 0.95 1.10 0.42
H 0.68 0.56 3.68 0.24
H 1.27 2.05 2.98 0.26
H -0.24 1.71 1.01 0.44
H -1.60 0.60 1.50 0.25
H -1.62 1.67 0.09 0.51
C 0.35 0.13 -1.57 -0.69
C -2.13 -0.36 -1.37 -1.95
C 1.57 -0.79 -1.64 -1.24
C -0.79 -0.33 -0.65 1.34
N -0.54 -1.55 -0.03 -0.62
H -1.33 -1.87 0.52 0.30
H -0.06 0.25 -2.58 0.34
H 0.66 1.13 -1.27 0.29
H -2.93 -0.62 -0.69 0.44
H -2.11 -1.10 -2.17 0.46
H -2.35 0.61 -1.82 0.41
H 2.26 -0.41 -2.40 0.42
H 2.09 -0.84 -0.69 0.27
H 1.26 -1.80 -1.91 0.34
```


# 7
The following is a DFT calculation (ωB97M-V with the def2-TZVPD basis set) of 2 unconnected molecules or ions with the total composition CH6BN at a distorted geometry.

As for the LUMO energy: 0.5920 eV. For the energy, the calculation gives -121.17766 Ha. The calculation puts the gap between HOMO and LUMO at 9.0 eV. The HOMO energy is -8.4 eV.

```
9
Properties=species:S:1:pos:R:3:mulliken_charge:R:1
B -0.17 -0.18 -1.27 -0.24
C -0.02 -0.31 1.19 -0.68
N 0.05 0.45 -0.11 -0.02
H 0.20 0.31 -3.38 -0.08
H -0.50 -1.38 -1.46 -0.04
H 0.44 0.35 1.96 0.29
H -1.08 -0.43 1.64 0.25
H 0.47 -1.26 1.21 0.29
H 0.31 1.40 -0.14 0.22
```


# 8
The following is a DFT calculation (ωB97M-V with the def2-TZVPD basis set) of a molecular structure, CrI at a distorted geometry.

As for the LUMO energy (alpha / beta): -8.4275 / -6.8964 eV. As for the charge: +1. For the energy, the calculation gives -1341.81676 Ha. The calculation puts the gap between HOMO and LUMO (alpha / beta) at 5.8 / 7.5 eV. The HOMO energy (alpha / beta) is -14.2 / -14.4 eV. As for the spin multiplicity: 5. Its expectation value of S² is 6.27.

```
2
Properties=species:S:1:pos:R:3:mulliken_spin:R:1
Cr 13.21 -21.20 -15.37 4.33
I 13.93 -19.14 -13.78 -0.33
```


Question: energy of number 6 (C6H16N2O)?
Answer: -422.91858 Ha